(1)
21
Properties=species:S:1:pos:R:3:lowdin_charge:R:1 method="wB97M-V/def2-TZVPD" de_lowest_kj_mol=235.2 homo_ev=-8.0 e_tot_ev=-9968.73682
C -3.12815 0.20499 -1.17585 0.00
C -2.45819 0.77991 -0.19620 -0.19
C -2.01184 0.09635 1.06843 -0.22
N -0.56204 0.09944 1.25414 -0.05
C 0.20542 -0.18084 0.12177 -0.20
C 1.23953 0.53070 -0.31865 -0.19
C 1.81718 0.39371 -1.68776 -0.12
H -3.42863 -0.83050 -1.12924 0.06
H -3.41499 0.73665 -2.07171 0.05
H -2.17732 1.82876 -0.27846 0.11
H -2.41009 -0.90047 1.18580 0.11
H -2.40628 0.69715 1.87885 0.11
H -0.25434 0.93286 1.72924 0.11
H -0.14867 -1.02195 -0.46738 0.13
H 1.66275 1.23391 0.39239 0.10
H 2.89928 0.49283 -1.67318 0.06
H 1.44032 1.15317 -2.37388 0.07
H 1.57632 -0.57842 -2.13601 0.08
O 3.70459 -1.47697 0.96641 -0.06
H 2.86598 -1.13810 1.30138 0.02
H 3.71461 -1.85449 0.09232 0.02

***

(2)
190
Properties=species:S:1:pos:R:3:lowdin_charge:R:1 method="wB97M-V/def2-TZVPD" de_lowest_kj_mol=0.0 homo_ev=-8.5 e_tot_ev=-98924.09040
C -3.40660 -0.49100 6.05183 -0.11
O -4.32565 -1.47971 5.70394 -0.17
C -4.36770 -1.93252 4.37442 -0.20
C -5.36089 -1.28119 3.44505 -0.46
C -6.85419 -1.49706 3.72901 -0.06
N -5.15054 -1.78632 2.11118 0.03
H -3.58063 0.40236 5.45206 0.08
H -2.36014 -0.77946 5.95270 0.08
H -3.56265 -0.25284 7.10399 0.09
H -3.39270 -1.94073 3.88718 0.12
H -4.78832 -2.93708 4.41932 0.13
H -5.22396 -0.20001 3.46475 0.13
H -7.13594 -2.54961 3.69954 0.07
H -7.56682 -0.97203 3.09295 0.07
H -7.03384 -1.23753 4.77231 0.07
H -5.35352 -1.10567 1.39310 0.07
H -4.17920 -1.88490 1.85259 0.06
C 1.81706 -9.19659 -5.72137 -0.10
O 2.02884 -7.79982 -5.40049 -0.19
C 0.84507 -7.36770 -4.63522 -0.22
C 1.13845 -5.98314 -4.20005 -0.44
C 2.21369 -6.00757 -3.08558 -0.06
N -0.12499 -5.46277 -3.66307 0.03
H 0.90812 -9.39415 -6.28960 0.08
H 1.77163 -9.76170 -4.79041 0.08
H 2.64436 -9.42853 -6.39209 0.09
H -0.02882 -7.29882 -5.28305 0.13
H 0.61603 -8.07309 -3.83641 0.13
H 1.56039 -5.34794 -4.97890 0.14
H 1.72875 -6.26595 -2.14422 0.07
H 2.67280 -5.03392 -2.91433 0.07
H 3.06094 -6.66488 -3.28102 0.07
H 0.02860 -4.80070 -2.91596 0.07
H -0.73630 -6.22945 -3.42095 0.06
C -4.86407 4.17688 3.40470 -0.11
O -5.45279 4.85718 4.51550 -0.19
C -6.38762 4.00405 5.10967 -0.21
C -6.64840 4.65440 6.49172 -0.44
C -5.50260 4.50099 7.52424 -0.05
N -7.94668 4.28841 7.01758 0.03
H -5.50392 3.68123 2.67460 0.09
H -4.00370 3.61636 3.77030 0.09
H -4.33498 4.91132 2.79743 0.08
H -7.30502 4.00709 4.52106 0.12
H -5.91887 3.02807 5.23555 0.12
H -6.66105 5.71684 6.24849 0.13
H -5.87611 5.00411 8.41612 0.07
H -4.58542 4.99709 7.20679 0.07
H -5.20220 3.47511 7.73737 0.07
H -8.09571 4.78646 7.88350 0.06
H -8.62599 4.64110 6.35860 0.07
C 4.69671 5.74316 3.95489 -0.08
O 4.96735 6.67780 5.07527 -0.19
C 4.36312 6.10851 6.24061 -0.20
C 5.04528 6.65767 7.53252 -0.45
C 6.55727 6.32947 7.54066 -0.06
N 4.48687 6.13426 8.72946 0.01
H 5.21511 4.78889 4.04839 0.08
H 4.86782 6.26826 3.01517 0.08
H 3.65018 5.44024 3.92172 0.07
H 3.28203 6.23051 6.17373 0.12
H 4.54003 5.03314 6.22153 0.11
H 4.91071 7.72521 7.70672 0.13
H 6.97074 6.45677 8.54113 0.07
H 7.10566 6.97703 6.85654 0.08
H 6.77409 5.27301 7.38258 0.08
H 3.56969 6.52568 8.88971 0.07
H 5.05857 6.52628 9.46402 0.07
C 5.01869 -4.32304 3.73099 -0.10
O 3.97405 -3.62735 4.40843 -0.18
C 4.44214 -3.03219 5.54994 -0.25
C 3.29384 -2.11619 6.20207 -0.21
N 3.72716 -1.60299 7.46682 -0.08
C 2.66665 -0.81255 8.08929 -0.21
C 2.41951 0.55142 7.51633 -0.24
O 1.21358 0.90611 8.13664 -0.22
C 0.78935 2.27593 7.90127 -0.07
H 5.81858 -3.76240 3.24728 0.08
H 4.56298 -4.89234 2.92085 0.09
H 5.54433 -4.99464 4.40977 0.08
H 5.20708 -2.28947 5.32343 0.12
H 4.83543 -3.80949 6.20512 0.12
H 2.45025 -2.79349 6.33517 0.11
H 3.05905 -1.34996 5.46324 0.11
H 3.87385 -2.45212 7.99364 0.11
H 2.96839 -0.73169 9.13356 0.12
H 1.76749 -1.42287 8.17360 0.12
H 2.15621 0.50110 6.45980 0.11
H 3.20629 1.29541 7.64104 0.13
H -0.25542 2.44390 8.16271 0.08
H 0.95098 2.43471 6.83507 0.08
H 1.43147 2.94838 8.47013 0.08
C -4.59163 -0.38711 -2.68178 -0.10
O -5.99802 -0.51725 -2.42064 -0.20
C -6.64845 -1.50234 -3.28666 -0.22
C -8.16583 -1.56664 -3.11256 -0.21
N -8.90368 -2.39185 -4.11607 -0.05
C -8.54992 -3.83857 -4.10154 -0.22
C -9.55648 -4.54225 -4.94922 -0.26
O -9.26212 -5.94292 -5.05793 -0.16
C -10.28839 -6.50872 -5.82358 -0.14
H -4.08443 0.06931 -1.83176 0.08
H -4.48207 0.27935 -3.53731 0.08
H -4.20465 -1.39911 -2.80107 0.08
H -6.26107 -2.49660 -3.06422 0.11
H -6.52791 -1.38533 -4.36364 0.12
H -8.56722 -0.56309 -3.25351 0.12
H -8.35046 -1.86706 -2.08116 0.11
H -9.88374 -2.32139 -3.88235 0.10
H -8.56940 -4.31843 -3.12306 0.12
H -7.59745 -4.08483 -4.57085 0.12
H -9.58481 -3.99790 -5.89313 0.13
H -10.52478 -4.36933 -4.47954 0.12
H -11.22088 -6.41183 -5.26753 0.09
H -10.11542 -7.56115 -6.04845 0.09
H -10.40047 -6.01271 -6.78769 0.08
C 4.35694 -1.15438 -13.01594 -0.11
O 3.67017 -0.71149 -11.87317 -0.19
C 3.93880 0.63762 -11.53451 -0.23
C 3.17407 0.97624 -10.20255 -0.19
N 1.71770 1.02817 -10.49998 -0.03
C 1.09831 1.83787 -9.41260 -0.21
C 0.67279 1.03613 -8.19608 -0.28
O 1.79770 0.55754 -7.53548 -0.18
C 1.53117 0.00618 -6.21079 -0.08
H 4.13942 -2.22229 -13.03417 0.09
H 5.40175 -0.87873 -12.87277 0.08
H 4.02006 -0.69921 -13.94729 0.08
H 3.59165 1.36866 -12.26470 0.11
H 4.98683 0.88734 -11.36904 0.11
H 3.53087 1.92530 -9.80243 0.11
H 3.34245 0.17693 -9.48084 0.11
H 1.41922 0.06398 -10.46348 0.10
H 0.11976 2.15569 -9.77250 0.10
H 1.54243 2.77078 -9.06539 0.12
H 0.07131 0.20958 -8.57444 0.12
H 0.04560 1.77441 -7.69641 0.12
H 0.75484 -0.75828 -6.17939 0.08
H 1.13653 0.71911 -5.48684 0.07
H 2.43440 -0.36330 -5.72524 0.08
O 0.97738 2.15497 1.99109 -0.06
C 1.12326 0.90034 1.41024 -0.27
C 2.60579 0.54445 1.21235 -0.24
O 2.65812 -0.70707 0.56750 -0.07
H 0.98722 2.80148 1.28149 0.08
H 0.53671 0.21681 2.02412 0.12
H 0.62955 0.89945 0.43846 0.12
H 3.03207 0.49616 2.21438 0.11
H 3.10818 1.30643 0.61645 0.12
H 3.55205 -0.98346 0.35277 0.08
O -0.65158 6.80831 -3.04620 -0.07
C -1.16195 6.21907 -1.84526 -0.24
C -0.21766 6.54741 -0.66401 -0.25
O 0.88114 5.65847 -0.64086 -0.06
H -0.86585 7.74356 -3.01475 0.08
H -2.16037 6.55148 -1.56101 0.11
H -1.24875 5.13637 -1.93646 0.12
H -0.78152 6.58573 0.26803 0.12
H 0.06166 7.58712 -0.83461 0.11
H 1.42999 5.83270 -1.40898 0.08
O 4.58378 4.05821 -5.48948 -0.07
C 4.49966 3.58980 -4.16998 -0.25
C 5.01009 4.69823 -3.22000 -0.22
O 4.15398 5.85680 -3.32150 -0.08
H 3.85854 4.63039 -5.75066 0.09
H 3.43885 3.51615 -3.93051 0.11
H 4.90292 2.58363 -4.05546 0.12
H 6.00288 4.98835 -3.56395 0.11
H 5.07098 4.26855 -2.22011 0.11
H 4.34011 6.46938 -4.03683 0.08
O -0.30112 -4.04437 1.04960 -0.05
C 0.07190 -4.97596 2.00397 -0.28
C -0.91858 -6.11451 2.18154 -0.24
O -0.93265 -7.15116 1.20176 -0.07
H 0.36963 -3.36865 1.17245 0.08
H 0.99218 -5.46513 1.68475 0.11
H 0.43514 -4.56580 2.94627 0.12
H -1.93811 -5.82719 2.43863 0.12
H -0.54186 -6.69168 3.02597 0.12
H -1.42219 -6.81724 0.44648 0.08
O 6.70160 -1.81020 -0.89948 -0.09
C 7.68019 -1.18264 -0.01284 -0.19
C 8.62905 -0.23522 -0.82938 -0.22
O 8.05654 1.08602 -1.00115 -0.09
H 7.11292 -2.34215 -1.58465 0.07
H 7.20154 -0.75593 0.86858 0.12
H 8.37382 -1.94579 0.34010 0.10
H 8.95601 -0.61729 -1.79645 0.11
H 9.53812 -0.08109 -0.24807 0.10
H 8.65381 1.69591 -1.44032 0.07

***

(3)
115
Properties=species:S:1:pos:R:3:lowdin_charge:R:1 method="wB97M-V/def2-TZVPD" s_squared=2.023 spin_multiplicity=3 total_charge=-2 de_lowest_kj_mol=360.3 homo_ev="-1.1 / -1.3" e_tot_ev=-155237.69761
V -0.80013 -1.05174 2.45577 0.27
O -4.31245 0.73517 2.13904 0.02
C -3.10642 0.82089 1.93543 -0.43
N -2.11900 0.43668 2.79008 -0.02
C -2.29488 0.61633 4.18077 -0.23
C -3.41215 1.13934 4.82211 -0.03
C -3.37488 1.40045 6.19148 -0.13
C -2.22911 1.15511 6.92763 -0.13
C -1.10379 0.62011 6.30449 -0.03
C -1.13152 0.32535 4.94915 -0.23
N -0.13924 -0.33611 4.22587 -0.03
C 1.06598 -0.68237 4.68311 -0.47
O 1.70462 -0.25328 5.64803 0.01
C 1.59720 -1.84338 3.86100 -0.18
C 2.64450 -2.61265 4.32763 -0.01
C 2.92650 -3.81358 3.69470 -0.06
C 2.15317 -4.19142 2.61158 -0.05
C 1.14942 -3.34688 2.16880 -0.15
N 0.87178 -2.18936 2.77877 -0.03
C -2.70071 1.51057 0.63716 -0.21
C -3.67483 2.27698 -0.00571 -0.06
C -3.32640 2.99830 -1.13079 -0.12
C -2.01166 2.95217 -1.57543 -0.07
C -1.10893 2.19310 -0.84928 -0.17
N -1.44114 1.48540 0.22528 0.08
H -4.31069 1.32469 4.25512 0.09
H -4.25968 1.79574 6.67885 0.08
H -2.20680 1.36162 7.99195 0.08
H -0.19984 0.41360 6.86035 0.09
H 3.17690 -2.25826 5.20000 0.11
H 3.72234 -4.45527 4.05521 0.10
H 2.28981 -5.13796 2.10784 0.11
H 0.52690 -3.61268 1.32394 0.03
H -4.67848 2.27189 0.39339 0.12
H -4.06567 3.59327 -1.65423 0.12
H -1.68480 3.50000 -2.45049 0.11
H -0.05873 2.17649 -1.12611 0.09
C 3.18784 1.27254 -5.42135 -0.02
C 2.14137 1.99240 -4.54934 -0.42
C 1.88289 3.39937 -5.11698 -0.03
C 2.67456 2.10583 -3.12019 -0.09
C 3.80476 2.87258 -2.84822 -0.04
C 4.28634 2.98491 -1.55452 -0.08
C 3.65076 2.30168 -0.52134 -0.07
C 2.54164 1.49865 -0.75000 -0.21
P 1.68194 0.46523 0.60122 1.18
C 2.82227 -0.97480 0.40506 -0.34
C 2.43909 -1.78283 -0.67153 -0.11
C 3.17513 -2.90107 -1.02473 -0.08
C 4.30264 -3.24877 -0.29213 -0.10
C 4.66242 -2.48376 0.80566 -0.10
C 3.92870 -1.35601 1.15515 -0.09
C 2.14983 1.41722 2.11098 -0.36
C 3.38419 1.50719 2.76378 -0.12
C 3.52008 2.22680 3.93906 -0.09
C 2.42829 2.88281 4.48989 -0.09
C 1.20444 2.82988 3.84546 -0.07
C 1.06908 2.10028 2.67203 -0.11
C 2.07333 1.44737 -2.05844 -0.22
O 0.94391 0.71386 -2.21613 -0.07
C 0.30602 0.65247 -3.40713 -0.21
C -0.91567 -0.01441 -3.37109 -0.25
C -1.59114 -0.20100 -4.56663 -0.08
C -1.07721 0.29747 -5.75878 -0.08
C 0.11896 1.00270 -5.74525 -0.05
C 0.83488 1.20139 -4.56709 -0.10
P -1.42498 -0.65018 -1.70094 0.96
C -3.08848 0.10864 -1.49452 -0.32
C -3.83203 -0.32278 -0.39022 -0.16
C -5.08137 0.21263 -0.12037 -0.09
C -5.60899 1.20183 -0.94096 -0.11
C -4.86839 1.65998 -2.01986 -0.15
C -3.61424 1.12495 -2.28940 -0.13
C -1.85450 -2.36447 -2.23349 -0.44
C -0.76538 -3.19266 -2.51252 -0.12
C -0.94386 -4.52251 -2.84888 -0.09
C -2.22496 -5.05702 -2.91010 -0.11
C -3.31395 -4.24487 -2.64149 -0.10
C -3.13132 -2.90753 -2.30595 -0.11
H 4.12071 1.83821 -5.45365 0.08
H 2.82248 1.14796 -6.44246 0.08
H 3.40135 0.28435 -5.01154 0.10
H 2.80810 3.97289 -5.18304 0.07
H 1.18790 3.94150 -4.47401 0.09
H 1.44841 3.34048 -6.11572 0.07
H 4.30602 3.39265 -3.65552 0.10
H 5.15511 3.59605 -1.34422 0.09
H 4.03128 2.41292 0.47918 0.09
H 1.52979 -1.53480 -1.20984 0.07
H 2.85131 -3.51995 -1.85327 0.10
H 4.87541 -4.12994 -0.55498 0.09
H 5.51102 -2.77336 1.41444 0.10
H 4.20880 -0.81264 2.04408 0.08
H 4.26226 1.01805 2.36671 0.08
H 4.48033 2.25332 4.43983 0.10
H 2.52844 3.41291 5.42877 0.10
H 0.33678 3.31968 4.26923 0.11
H 0.09926 2.02855 2.19590 0.07
H -2.53131 -0.74076 -4.55864 0.11
H -1.60645 0.14447 -6.69099 0.09
H 0.50830 1.39966 -6.67562 0.10
H -3.41310 -1.07655 0.26991 0.00
H -5.62854 -0.13388 0.74709 0.12
H -6.58473 1.62338 -0.73036 0.11
H -5.26306 2.44315 -2.65736 0.11
H -3.04543 1.51197 -3.12467 0.11
H 0.23872 -2.78594 -2.44843 0.08
H -0.08270 -5.15005 -3.04324 0.09
H -2.36830 -6.10375 -3.14732 0.09
H -4.31733 -4.65177 -2.67959 0.10
H -3.99796 -2.29413 -2.09599 0.10
S -1.59048 -5.63528 1.32855 -0.44
Sb -2.81565 -3.68480 1.58552 0.25
S -2.00692 -2.68562 3.64995 -0.01
S -1.41589 -1.94316 0.48011 0.11